w) A cluster of 3 separate species, CHFN2O3 in total. Source: OMol25; level of theory: ωB97M-V/def2-TZVPD.

## Properties
HOMO (spin up / spin down) = -8.2 / -12.1 eV
frontier orbital gap (spin up / spin down) = 8.05 / 11.56 eV

The geometry in ORCA input format:
```
! RIJCOSX wB97M-V def2-TZVPD def2/J DEFGRID3
* xyz 0 3
C -1.241 0.171 -0.328
N 0.349 -1.640 0.353
N 1.301 0.839 0.644
O 1.329 -1.043 0.534
O 2.203 1.251 0.064
O -0.280 0.829 -0.616
F -1.894 -0.515 -1.272
H -1.767 0.107 0.621
*
```

***

x) An isolated molecule of CHFN2O3. Source: OMol25; level of theory: ωB97M-V/def2-TZVPD.

## Properties
HOMO (spin up / spin down) = -7.5 / -12.0 eV
frontier orbital gap (spin up / spin down) = 8.11 / 6.94 eV

The geometry in ORCA input format:
```
! RIJCOSX wB97M-V def2-TZVPD def2/J DEFGRID3
* xyz 0 3
C 1.437 -0.381 0.193
N -1.260 -0.445 0.189
N -0.853 0.652 0.039
O 0.644 0.653 0.626
O 2.214 -1.039 0.751
O -1.213 1.714 -0.273
F 1.264 -0.521 -1.242
H -2.231 -0.632 -0.284
*
```

***

Stability, descending: w), x)

***

w) A structure of composition C6H11P. Source: OMol25; level of theory: ωB97M-V/def2-TZVPD.

## Properties
HOMO = -8.2 eV
frontier orbital gap = 9.26 eV

The geometry in ORCA input format:
```
! RIJCOSX wB97M-V def2-TZVPD def2/J DEFGRID3
* xyz 0 1
C 2.238 0.943 -0.292
C 1.259 0.920 0.813
C 1.105 -0.016 -0.427
C 1.107 -1.515 -0.324
C -2.553 0.161 -0.488
C -1.617 0.412 0.704
P -0.205 1.256 -0.204
H 2.405 1.865 -0.807
H 3.253 0.392 -0.198
H 1.235 0.358 1.900
H 1.254 -1.785 0.749
H 1.807 -2.171 -0.975
H 0.161 -1.924 -0.746
H -3.501 -0.165 -0.158
H -2.505 1.067 -1.152
H -2.171 -0.642 -1.045
H -1.361 -0.486 1.304
H -1.910 1.330 1.345
*
```

***

x) An isolated molecule of C6H11P. Source: OMol25; level of theory: ωB97M-V/def2-TZVPD.

## Properties
HOMO = -7.9 eV
frontier orbital gap = 8.62 eV

The geometry in ORCA input format:
```
! RIJCOSX wB97M-V def2-TZVPD def2/J DEFGRID3
* xyz 0 1
C 1.346 0.173 -0.559
C -0.806 -0.165 -0.123
C -0.550 1.261 -0.581
C 0.395 -0.964 -0.585
C -0.877 2.269 0.451
C 0.827 -2.095 0.333
P 2.701 0.925 -0.130
H -0.969 0.073 0.891
H -1.814 -0.596 -0.332
H -0.712 1.471 -1.695
H 0.392 -1.470 -1.536
H -1.127 3.317 0.132
H -0.028 2.188 1.251
H -1.861 1.967 0.901
H 1.290 -1.639 1.247
H 1.625 -2.657 -0.159
H -0.158 -2.508 0.688
H 3.681 -0.253 -0.022
*
```

***

Stability, descending: w), x)

***

w) A cluster of 2 separate species, H4N4O2 in total. Source: OMol25; level of theory: ωB97M-V/def2-TZVPD.

## Properties
HOMO = 3.4 eV
frontier orbital gap = 4.76 eV

The geometry in ORCA input format:
```
! RIJCOSX wB97M-V def2-TZVPD def2/J DEFGRID3
* xyz -2 1
N 0.222 1.113 -0.740
N -0.239 -1.647 1.255
N 0.653 -0.177 -1.246
N 0.958 -1.154 1.185
O -0.514 -1.023 -1.305
O 1.163 0.020 1.763
H 0.921 1.754 -1.134
H 0.414 1.083 0.287
H -0.916 -0.972 1.711
H -0.569 -1.396 -0.367
*
```

***

x) A cluster of 2 separate species, H4N4O2 in total. Source: OMol25; level of theory: ωB97M-V/def2-TZVPD.

## Properties
HOMO = 0.7 eV
frontier orbital gap = 5.58 eV

The geometry in ORCA input format:
```
! RIJCOSX wB97M-V def2-TZVPD def2/J DEFGRID3
* xyz -2 1
N 8.385 0.005 1.257
N -3.922 -0.555 -1.427
N -3.686 0.619 0.771
N -3.760 -0.517 0.214
O -3.778 1.642 -0.013
O -3.564 -1.601 0.782
H 7.957 0.284 0.335
H 9.214 0.508 1.176
H -3.911 0.540 -1.322
H -2.936 -0.925 -1.773
*
```

***

Stability, descending: x), w)

***

w) A cluster of 8 separate species, C22H60O8 in total. Source: OMol25; level of theory: ωB97M-V/def2-TZVPD.

## Properties
HOMO = -9.8 eV
frontier orbital gap = 10.22 eV
SMILES string = CC(C)O.CC(C)O.CC(C)O.CC(C)O.CC(C)O.CC(C)O.CCO.CCO

The geometry in ORCA input format:
```
! RIJCOSX wB97M-V def2-TZVPD def2/J DEFGRID3
* xyz 0 1
C -37.667 16.937 -5.569
C -37.529 15.837 -4.537
C -38.832 15.262 -3.988
O -36.735 14.774 -5.072
H -37.908 16.451 -6.517
H -36.733 17.493 -5.632
H -38.461 17.664 -5.401
H -36.995 16.204 -3.649
H -39.612 16.016 -3.851
H -38.686 14.817 -3.000
H -39.249 14.489 -4.638
H -36.772 14.027 -4.471
C -36.467 25.546 -5.495
C -36.811 25.682 -6.963
C -36.917 27.126 -7.381
O -35.748 25.069 -7.706
H -35.499 26.005 -5.283
H -36.386 24.497 -5.203
H -37.230 26.016 -4.875
H -37.755 25.149 -7.121
H -37.618 27.704 -6.779
H -37.319 27.196 -8.402
H -35.938 27.597 -7.474
H -35.684 25.415 -8.600
C -34.982 20.856 -5.912
C -34.562 21.391 -7.275
C -35.792 21.577 -8.162
O -33.975 22.660 -7.030
H -34.089 20.657 -5.311
H -35.612 19.964 -5.886
H -35.509 21.631 -5.349
H -33.812 20.741 -7.725
H -36.701 21.796 -7.601
H -36.079 20.638 -8.651
H -35.565 22.286 -8.956
H -34.575 23.407 -7.141
C -33.390 24.146 -3.228
C -32.579 23.337 -2.205
C -31.657 22.339 -2.861
O -31.856 24.258 -1.369
H -33.793 25.034 -2.742
H -34.201 23.503 -3.571
H -32.800 24.460 -4.089
H -33.341 22.904 -1.546
H -31.131 21.754 -2.096
H -30.829 22.817 -3.386
H -32.202 21.636 -3.490
H -31.618 23.765 -0.576
C -32.394 18.414 -3.113
C -31.171 17.830 -2.399
C -30.489 18.754 -1.395
O -31.573 16.633 -1.716
H -32.872 17.682 -3.770
H -32.114 19.217 -3.803
H -33.142 18.768 -2.405
H -30.418 17.508 -3.133
H -29.899 18.139 -0.717
H -31.258 19.232 -0.779
H -29.905 19.553 -1.845
H -31.817 16.013 -2.409
C -39.659 25.275 -9.617
C -38.754 24.350 -10.403
C -38.323 23.142 -9.578
O -39.567 23.782 -11.456
H -39.965 26.164 -10.177
H -39.123 25.673 -8.749
H -40.557 24.794 -9.234
H -37.823 24.789 -10.775
H -37.819 23.423 -8.654
H -37.577 22.608 -10.173
H -39.151 22.453 -9.416
H -40.203 24.433 -11.763
C -38.585 18.582 -8.536
C -38.894 19.207 -9.885
O -40.231 19.693 -9.942
H -37.594 18.133 -8.481
H -39.292 17.774 -8.345
H -38.659 19.357 -7.771
H -38.799 18.446 -10.671
H -38.187 20.021 -10.082
H -40.291 20.259 -10.719
C -31.508 25.686 -8.969
C -31.699 24.237 -9.353
O -31.377 23.285 -8.352
H -30.517 25.899 -8.571
H -32.229 25.987 -8.203
H -31.727 26.300 -9.845
H -31.170 23.971 -10.271
H -32.754 24.060 -9.616
H -32.070 23.330 -7.680
*
```

***

x) A cluster of 8 separate species, C22H60O8 in total. Source: OMol25; level of theory: ωB97M-V/def2-TZVPD.

## Properties
HOMO = -9.5 eV
frontier orbital gap = 9.95 eV
SMILES string = CC(C)O.CC(C)O.CC(C)O.CC(C)O.CC(C)O.CC(C)O.CCO.CCO

The geometry in ORCA input format:
```
! RIJCOSX wB97M-V def2-TZVPD def2/J DEFGRID3
* xyz 0 1
C -13.133 -14.988 -16.057
C -13.391 -16.298 -16.770
C -14.418 -16.186 -17.877
O -12.169 -16.784 -17.356
H -14.044 -14.679 -15.536
H -12.885 -14.193 -16.764
H -12.340 -15.075 -15.317
H -13.683 -17.067 -16.053
H -15.430 -15.926 -17.552
H -14.548 -17.158 -18.358
H -14.094 -15.449 -18.615
H -11.941 -16.181 -18.073
C -12.559 -22.267 -18.901
C -13.456 -21.030 -18.896
C -12.814 -19.857 -19.614
O -14.698 -21.290 -19.522
H -11.648 -22.079 -18.325
H -12.257 -22.539 -19.912
H -13.070 -23.102 -18.416
H -13.614 -20.736 -17.849
H -11.729 -19.848 -19.479
H -13.180 -18.898 -19.244
H -13.009 -19.907 -20.687
H -15.244 -21.822 -18.927
C -16.829 -14.390 -15.331
C -18.190 -14.044 -15.836
C -19.299 -14.459 -14.890
O -18.230 -12.619 -16.045
H -16.071 -14.181 -16.078
H -16.816 -15.460 -15.086
H -16.633 -13.901 -14.374
H -18.366 -14.549 -16.791
H -19.341 -15.548 -14.776
H -20.280 -14.131 -15.244
H -19.177 -14.052 -13.882
H -19.036 -12.408 -16.525
C -19.975 -19.419 -18.252
C -20.360 -17.964 -18.151
C -19.135 -17.075 -18.262
O -21.267 -17.596 -19.194
H -19.333 -19.706 -17.419
H -19.475 -19.604 -19.204
H -20.866 -20.056 -18.211
H -20.829 -17.755 -17.183
H -18.375 -17.405 -17.549
H -19.382 -16.042 -18.015
H -18.728 -17.113 -19.273
H -21.665 -18.389 -19.562
C -13.622 -17.822 -11.417
C -13.181 -17.881 -12.861
C -11.812 -17.256 -13.070
O -13.143 -19.272 -13.231
H -13.739 -16.792 -11.084
H -12.865 -18.305 -10.795
H -14.560 -18.359 -11.271
H -13.885 -17.361 -13.524
H -11.001 -17.917 -12.756
H -11.666 -16.343 -12.484
H -11.628 -16.975 -14.110
H -12.752 -19.333 -14.107
C -17.042 -23.945 -15.838
C -15.977 -23.755 -16.902
C -15.523 -25.083 -17.494
O -16.426 -22.875 -17.928
H -17.238 -23.007 -15.312
H -16.731 -24.684 -15.101
H -17.991 -24.264 -16.280
H -15.108 -23.290 -16.427
H -14.889 -24.934 -18.370
H -16.381 -25.669 -17.846
H -14.961 -25.689 -16.782
H -17.360 -23.050 -18.081
C -17.566 -16.268 -11.768
C -18.184 -17.616 -11.536
O -18.867 -18.040 -12.729
H -18.303 -15.548 -12.135
H -16.854 -16.301 -12.599
H -17.096 -15.888 -10.862
H -18.919 -17.551 -10.733
H -17.412 -18.341 -11.282
H -19.818 -18.032 -12.604
C -16.016 -19.646 -16.276
C -16.254 -18.528 -15.271
O -17.650 -18.217 -15.237
H -16.742 -20.441 -16.108
H -15.005 -20.045 -16.182
H -16.174 -19.292 -17.298
H -15.702 -17.614 -15.499
H -15.925 -18.896 -14.292
H -17.954 -18.367 -14.333
*
```

***

Stability, descending: x), w)